Entry 1:
Entry from the Open Molecules 2025 dataset: a cluster of 5 separate species, C32H58NO8PS in total at a distorted geometry (ωB97M-V with the def2-TZVPD basis set).

Last column: Löwdin charge in e.
Positions of all 101 atoms, in Å:
H1 -7.14 -3.17 4.52  0.08
C1 -2.02 5.48 0.24  -0.19
C2 4.73 2.30 -4.28  -0.06
H2 0.70 -3.04 5.89  0.13
P1 1.26 -3.89 0.47  0.88
H3 -3.15 3.33 -1.97  0.09
H4 -1.28 -5.32 9.34  0.09
C3 5.27 2.82 -9.29  -0.19
H5 3.39 2.08 -7.37  0.08
C4 0.46 -4.11 5.97  -0.20
O1 -0.28 -3.85 8.29  -0.20
C5 -4.96 -1.35 4.14  -0.10
H6 -2.77 3.09 -0.26  0.08
H7 -8.47 -2.14 3.96  0.09
H8 4.94 2.41 0.35  0.13
H9 1.66 1.55 1.84  0.09
H10 3.61 -2.68 -1.33  0.10
C6 5.14 3.29 -10.74  -0.19
H11 -4.14 -0.62 4.16  0.09
H12 -4.86 -1.96 3.24  0.09
C7 4.64 1.86 -2.70  -0.38
H13 -4.20 4.05 -0.73  0.09
O2 3.84 3.01 -11.27  -0.20
H14 -4.70 -1.91 7.28  0.12
H15 -1.00 -4.93 1.07  0.08
H16 -6.84 -3.13 6.90  0.13
C8 -0.36 -5.29 -1.63  -0.19
H17 -0.23 -6.32 -1.04  0.09
C9 3.19 2.84 -8.13  -0.12
O3 4.39 3.55 -8.42  -0.21
C10 -0.46 -3.90 1.30  -0.43
H18 3.06 4.69 -10.30  0.08
H19 2.77 2.36 -9.02  0.09
N1 3.96 2.39 -0.04  -0.05
C11 2.09 0.68 1.18  0.01
C12 0.96 -4.34 -1.38  -0.45
C13 -6.79 -2.05 6.78  -0.19
H20 1.61 -4.40 7.77  0.12
H21 -0.12 1.99 -0.37  0.09
C14 -1.69 -3.25 5.47  -0.11
H22 -0.34 3.46 -1.34  0.09
H23 5.37 4.36 -10.82  0.12
H24 -0.34 5.53 1.58  0.12
C15 3.17 -1.80 -0.65  -0.08
H25 -7.10 -1.59 7.73  0.12
H26 -2.09 6.58 0.20  0.12
O4 -0.83 -4.39 5.44  -0.20
C16 -5.36 -1.59 6.47  -0.19
O5 -4.87 -2.21 5.27  -0.22
C17 -3.16 3.81 -0.98  -0.11
H27 4.15 4.24 -5.79  0.08
C18 1.96 -2.10 0.42  -0.36
C19 -8.02 -2.62 4.84  -0.11
H28 0.40 -5.66 7.51  0.13
H29 -5.92 -0.82 4.10  0.09
H30 3.21 5.96 -3.76  0.09
H31 1.96 3.80 -11.37  0.09
C20 3.32 1.02 0.10  -0.17
H32 5.12 1.57 -5.14  0.10
H33 -0.49 -5.44 -2.78  0.08
H34 6.29 3.00 -8.94  0.12
H35 -2.46 -3.20 0.23  0.07
H36 -8.75 -3.31 5.27  0.09
C21 -0.59 5.09 0.61  -0.19
C22 2.99 4.15 -11.24  -0.11
O6 -7.71 -1.60 5.78  -0.20
H37 0.13 5.47 -0.13  0.12
H38 -0.34 -3.77 2.45  0.06
O7 -0.46 3.67 0.75  -0.20
H39 0.75 -3.31 -1.95  0.09
H40 -1.91 -5.04 7.69  0.08
H41 -2.74 5.14 1.00  0.12
C23 3.61 4.86 -3.52  -0.07
H42 -0.87 -2.21 -0.19  0.07
C24 4.18 3.82 -4.67  -0.05
H43 1.17 3.21 -0.43  0.06
C25 -1.48 -2.71 0.71  -0.19
H44 -1.37 -4.83 -1.19  0.06
H45 0.52 -1.08 2.07  0.08
H46 1.92 -4.81 -1.88  0.08
H47 -2.72 -3.60 5.34  0.08
H48 -1.62 -2.70 6.41  0.09
H49 -2.21 -3.85 8.98  0.09
C26 -1.48 -4.56 8.58  -0.11
H50 -5.30 -0.50 6.39  0.13
H51 -1.79 -1.94 1.54  0.06
C27 4.05 2.85 -1.48  -0.18
H52 5.86 2.74 -11.35  0.12
H53 3.24 4.81 -12.08  0.09
H54 5.08 1.74 -9.20  0.13
C28 0.59 -4.58 7.43  -0.19
C29 0.09 3.06 -0.42  -0.11
C30 1.42 -0.84 1.33  -0.06
C31 3.81 -0.28 -0.82  -0.37
O8 -2.39 5.00 -1.05  -0.20
H55 2.46 3.55 -7.73  0.09
C32 3.55 4.37 -1.95  -0.02
H56 -1.44 -2.59 4.63  0.08
H57 1.19 -4.66 5.36  0.12
S1 5.18 0.13 -2.08  0.77
H58 3.15 5.11 -1.14  0.08

## Properties
* total energy: -72095.411 eV
* M: 647.86 g/mol
* LUMO level: -0.0029 hartree
* net charge: 0



Entry 2:
Entry from the Open Molecules 2025 dataset: a cluster of 3 separate species, CH8N2O2 in total at a distorted geometry (ωB97M-V with the def2-TZVPD basis set).

Last column: Löwdin charge in e.
Positions of all 13 atoms, in Å:
O1 -1.24 0.74 1.65  -0.08
H1 0.07 1.81 -0.74  0.01
H2 0.00 -1.73 0.86  0.12
H3 2.27 -0.97 -0.83  0.10
H4 -1.52 1.61 2.00  0.05
H5 -0.49 1.05 1.13  -0.01
H6 -0.95 -1.70 -1.43  0.05
N1 1.70 -1.03 0.00  0.09
O2 -0.70 2.37 -0.93  -0.07
H7 2.17 -1.56 0.71  0.09
H8 -1.23 1.66 -1.31  0.02
C1 0.37 -1.31 -0.11  -0.41
N2 -0.45 -0.93 -1.00  0.04

## Properties
* total energy: -8240.706 eV
* M: 80.09 g/mol
* relative energy (zero: lowest compared OMol25 entry of this formula, charge and spin): 1.5503 eV
* LUMO level: 0.0281 hartree
* net charge: 0